Record 1
# C51H41N2O4PtS5

C51H41N2O4PtS5 as an isolated structure (the ωB97M-V functional and the def2-TZVPD basis, the OMol25 dataset).

XYZ file:
```
104
Properties=species:S:1:pos:R:3:lowdin_charge:R:1
Pt -1.01702 0.29546 -0.47324 1.30
O -1.49270 0.05855 1.42370 -0.30
C -2.79292 -0.19537 1.84078 -0.48
C -3.80217 0.32340 0.79451 -0.09
C -3.43111 1.70464 0.34881 -0.24
C -4.18112 2.81198 0.69085 0.00
C -3.78207 4.06711 0.25121 -0.04
C -2.66276 4.17454 -0.54421 0.00
C -1.93427 3.03386 -0.87271 -0.22
C -0.71148 3.09810 -1.71173 -0.07
C 0.61157 3.05833 -0.83199 -0.53
O 0.64046 2.00996 0.01305 -0.21
C 1.82414 3.02051 -1.78617 -0.14
C 3.07561 2.85065 -1.19251 -0.02
C 4.22467 2.76057 -1.95693 -0.08
C 4.15074 2.83406 -3.34533 -0.12
C 2.91597 2.99395 -3.94878 -0.10
C 1.76183 3.08584 -3.17277 -0.05
C 0.62077 4.40527 -0.06937 -0.15
C 0.83246 5.62746 -0.70303 -0.04
C 0.74045 6.81826 0.00374 -0.10
C 0.43647 6.80141 1.35993 -0.12
C 0.23721 5.58568 1.99981 -0.09
C 0.33202 4.39617 1.28854 -0.02
N -2.31575 1.83652 -0.40097 -0.02
C -3.02981 0.57546 3.14838 -0.14
C -4.18094 0.36973 3.90496 -0.03
C -4.42008 1.11692 5.04794 -0.09
C -3.50436 2.08051 5.45292 -0.11
C -2.35320 2.28362 4.70742 -0.08
C -2.11549 1.53638 3.55988 -0.01
C -2.96355 -1.69698 2.08987 -0.14
C -4.10096 -2.41645 1.74968 -0.04
C -4.18323 -3.78136 2.00875 -0.09
C -3.12818 -4.43956 2.61667 -0.10
C -1.98496 -3.72528 2.96039 -0.09
C -1.90352 -2.36962 2.69571 -0.01
H -4.81828 0.33186 1.19025 0.12
H -3.75770 -0.35105 -0.06215 0.04
H -5.05812 2.68131 1.30970 0.12
H -4.34365 4.94973 0.52988 0.11
H -2.31312 5.13162 -0.90634 0.12
H -0.74874 4.00306 -2.32038 0.12
H -0.68210 2.22941 -2.37140 0.09
H 3.12019 2.76403 -0.11359 0.12
H 5.18422 2.62065 -1.47309 0.10
H 5.04830 2.75392 -3.94666 0.09
H 2.83684 3.03390 -5.02900 0.10
H 0.80993 3.19242 -3.67863 0.11
H 1.08160 5.64523 -1.75939 0.11
H 0.91225 7.76175 -0.50146 0.09
H 0.36428 7.73009 1.91341 0.09
H 0.00577 5.56457 3.05876 0.09
H 0.18868 3.42605 1.74934 0.10
H -4.89155 -0.39283 3.60431 0.11
H -5.31929 0.94412 5.62702 0.09
H -3.68755 2.66465 6.34647 0.09
H -1.63219 3.03094 5.01646 0.10
H -1.22632 1.68639 2.96206 0.11
H -4.93343 -1.92527 1.26115 0.11
H -5.07358 -4.32850 1.72382 0.10
H -3.18915 -5.50260 2.81483 0.09
H -1.15057 -4.23005 3.43322 0.10
H -1.00758 -1.81098 2.93472 0.12
S 0.11992 0.29490 -7.22924 0.53
C -0.61453 -0.33899 -5.91502 -1.52
S -1.80826 0.50147 -4.99601 0.88
C -2.08959 -0.70283 -3.75206 -1.20
C -1.29939 -1.92377 -3.89758 -1.21
S -1.28151 -3.15476 -2.83657 0.67
S -0.26722 -1.92738 -5.31141 0.89
S -3.08531 -0.40674 -2.50523 0.74
C 1.91717 -6.97910 2.08889 -0.05
C 2.75134 -5.84592 1.55334 -0.24
C 4.07855 -5.71928 1.94534 -0.07
C 4.85633 -4.67432 1.47073 -0.09
C 4.31143 -3.73967 0.61020 -0.04
C 2.98703 -3.86356 0.19320 -0.18
N 2.37493 -2.90369 -0.62918 0.11
C 2.92554 -2.18447 -1.66354 -0.16
C 4.11424 -2.56862 -2.30307 -0.03
C 4.60742 -1.84882 -3.37418 -0.08
C 3.94189 -0.72748 -3.86116 -0.08
C 2.75427 -0.36035 -3.26431 -0.01
C 2.23513 -1.07145 -2.18258 -0.05
C 0.94142 -0.63648 -1.64784 -0.55
O 0.19659 0.18237 -2.26312 -0.12
O 0.49167 -1.07701 -0.53139 -0.13
C 2.19805 -4.92842 0.65343 -0.15
C 0.77176 -5.07605 0.19354 -0.02
H 2.45101 -7.51203 2.87522 0.07
H 1.66991 -7.69787 1.30345 0.08
H 0.97180 -6.62010 2.49996 0.08
H 4.49938 -6.43840 2.63852 0.10
H 5.88460 -4.57115 1.79445 0.10
H 4.89500 -2.89122 0.28073 0.11
H 1.48679 -2.54303 -0.30357 0.11
H 4.63296 -3.45412 -1.96619 0.10
H 5.52784 -2.17714 -3.84285 0.10
H 4.33495 -0.15939 -4.69293 0.10
H 2.20073 0.50010 -3.61714 0.11
H 0.59973 -4.54657 -0.74200 0.05
H 0.06432 -4.67779 0.92771 0.08
H 0.52020 -6.12557 0.03842 0.08
```

## Properties
energy relative to the best compared isomer or geometry (same formula, charge and spin) = 260.65 kJ/mol
HOMO level = -4.24 eV
HOMO-LUMO gap = 4.8 eV
total charge = -1
largest force on an atom = 0.6 eV/Å
lowest unoccupied orbital energy = 0.527 eV

Record 2
# C51H41NO4S4SiTi

C51H41NO4S4SiTi as an isolated structure (the ωB97M-V functional and the def2-TZVPD basis, the OMol25 dataset).

XYZ file:
```
103
Properties=species:S:1:pos:R:3:lowdin_charge:R:1
Ti -1.15113 -0.65581 -0.44087 0.53
S 0.59802 -2.33942 -0.26639 0.76
C 0.71181 -3.29282 -1.72414 -0.64
C 1.77549 -4.16238 -1.95663 -0.12
C 1.84559 -4.88178 -3.13924 -0.12
C 0.84828 -4.74075 -4.09932 -0.12
C -0.21623 -3.88382 -3.87061 -0.12
C -0.28902 -3.15354 -2.68490 -0.64
S -1.62830 -2.08693 -2.35490 0.72
C -2.53704 0.08697 -3.80005 0.04
C -3.60635 0.02498 -2.89456 -0.41
C -4.91815 -0.25198 -3.35411 -0.03
C -5.97636 -0.10785 -2.49877 -0.07
C -5.73224 0.39783 -1.22093 -0.03
C -4.42118 0.59638 -0.82367 -0.33
C -4.14322 1.39992 0.41765 -0.36
S -2.77968 0.84171 1.44493 0.99
C -3.61859 -0.38458 2.40654 -0.53
C -4.25763 -0.00418 3.58248 -0.11
C -4.94386 -0.93440 4.34216 -0.11
C -4.97719 -2.25838 3.91157 -0.11
C -4.32496 -2.64040 2.75547 -0.13
C -3.61869 -1.71184 1.97459 -0.67
S -2.81505 -2.27252 0.53232 0.62
N -3.36541 0.26295 -1.57558 0.08
H 2.55061 -4.26381 -1.20658 0.10
H 2.68027 -5.54987 -3.31269 0.09
H 0.90083 -5.29882 -5.02598 0.09
H -1.00019 -3.77119 -4.60973 0.10
H -2.69268 -0.19209 -4.83184 0.07
H -1.58263 0.48547 -3.50059 0.03
H -5.05433 -0.55183 -4.38433 0.11
H -6.98513 -0.32983 -2.82370 0.10
H -6.53923 0.64520 -0.54492 0.11
H -5.04410 1.51500 1.01995 0.09
H -3.83979 2.39303 0.07388 0.10
H -4.19939 1.03137 3.89563 0.11
H -5.43385 -0.63623 5.25957 0.09
H -5.50871 -3.00304 4.49246 0.10
H -4.34359 -3.67518 2.43810 0.10
O 1.06486 -0.20403 -2.27183 -0.08
C 1.27161 1.18369 -2.34533 -0.32
C 0.12238 1.92130 -1.59051 -0.52
O 0.12235 3.13641 -1.52156 0.07
O -0.81472 1.16569 -1.12420 -0.16
C 2.66417 1.50755 -1.79789 -0.13
C 3.71361 0.73753 -2.30742 -0.02
C 5.00613 0.90464 -1.84584 -0.09
C 5.27486 1.85741 -0.86941 -0.10
C 4.24181 2.62825 -0.36735 -0.08
C 2.93646 2.45631 -0.82158 -0.01
C 1.18775 1.57049 -3.82136 -0.13
C 0.94092 0.60098 -4.78639 -0.02
C 0.87614 0.95624 -6.12903 -0.08
C 1.05731 2.27361 -6.51613 -0.11
C 1.30625 3.24238 -5.55139 -0.08
C 1.37196 2.89463 -4.21259 -0.01
H 1.45963 -0.59018 -1.47097 0.03
H 3.49667 -0.00578 -3.06502 0.13
H 5.80406 0.29219 -2.24768 0.10
H 6.28467 1.99152 -0.50144 0.10
H 4.43702 3.36524 0.39948 0.09
H 2.13965 3.06114 -0.41188 0.10
H 0.79465 -0.42655 -4.48205 0.12
H 0.68167 0.19141 -6.87098 0.10
H 1.00699 2.54660 -7.56294 0.09
H 1.44885 4.27564 -5.84234 0.10
H 1.55285 3.64499 -3.45471 0.12
O -0.11341 -0.26173 1.06395 -0.55
Si 0.78922 0.07689 2.36390 0.49
C -0.23356 -0.38993 3.86175 -0.22
C -0.93286 -1.60045 3.85472 -0.09
C -1.67785 -1.99844 4.95446 -0.09
C -1.74205 -1.18728 6.08004 -0.10
C -1.05945 0.02018 6.10298 -0.10
C -0.30786 0.41072 5.00117 -0.08
C 1.23454 1.90236 2.37674 -0.21
C 0.32439 2.86452 1.93182 -0.09
C 0.64943 4.21236 1.91828 -0.08
C 1.89209 4.63205 2.37542 -0.10
C 2.80673 3.69427 2.83200 -0.11
C 2.48325 2.34373 2.81723 -0.10
C 2.40464 -0.87660 2.36982 -0.23
C 3.33616 -0.66606 1.34815 -0.10
C 4.53064 -1.36587 1.31092 -0.08
C 4.82070 -2.29617 2.30264 -0.10
C 3.91488 -2.51243 3.32946 -0.09
C 2.71910 -1.80278 3.36145 -0.08
H -0.91313 -2.22721 2.96787 0.10
H -2.22540 -2.93181 4.92469 0.10
H -2.33466 -1.49332 6.93386 0.10
H -1.11535 0.66014 6.97542 0.09
H 0.21627 1.36035 5.02382 0.10
H -0.64230 2.55496 1.55550 0.06
H -0.06188 4.93357 1.53651 0.10
H 2.14856 5.68442 2.36444 0.10
H 3.78132 4.01049 3.18502 0.10
H 3.22256 1.62371 3.14964 0.10
H 3.13160 0.05737 0.56441 0.09
H 5.23104 -1.18577 0.50422 0.09
H 5.75221 -2.84858 2.27270 0.09
H 4.13468 -3.23600 4.10506 0.09
H 2.01815 -1.98658 4.16802 0.10
```

## Properties
energy relative to the best compared isomer or geometry (same formula, charge and spin) = 0.00 kJ/mol
HOMO level (spin up / spin down) = -4.41 / -4.73 eV
HOMO-LUMO gap (spin up / spin down) = 6.8 / 6.2 eV
total charge = -1
largest force on an atom = 0.7 eV/Å
multiplicity = 2
lowest unoccupied orbital energy (spin up / spin down) = 2.426 / 1.498 eV

Which value of total charge does entry 2 give? -1

Which value of total charge does entry 1 give? -1